Below is a 10-piece molecular cluster, C43H75BrCl20FN5O6PS overall in a non-equilibrium geometry, with properties calculated with the ωB97M-V functional and the def2-TZVPD basis.

Calculated values
net charge	+1
frontier orbital gap	7.30	eV
2S+1	1
total energy	-408850.2736	eV
HOMO	-10.59	eV

Positions of all 153 atoms, in Å:
C (0.1375, 3.2627, -1.9937)
C (1.5213, 2.9605, -1.1673)
O (2.2413, 1.7386, -1.6096)
C (1.4391, 0.5725, -1.2104)
C (2.3623, -0.7967, -0.9316)
O (1.7991, -1.6090, -0.0004)
C (1.5657, -1.6034, 1.3616)
C (1.8566, -0.2191, 2.2690)
C (2.9399, 0.9558, 1.7742)
C (3.1756, 2.2486, 2.7687)
C (2.2268, 2.1017, 4.1116)
C (1.2426, 0.8800, 4.4779)
N (1.1099, -0.2430, 3.5526)
C (-0.1133, -1.7486, 1.2350)
P (-0.5830, -2.4235, -0.5587)
O (-0.7785, -4.1844, -0.5356)
Br (-2.5522, -1.4114, -1.2645)
C (-0.9442, -2.3642, 2.4432)
Cl (-2.5719, -3.1045, 1.7669)
N (-1.5848, -1.4593, 3.4609)
C (-2.7425, -2.0213, 4.2413)
C (-2.1325, -0.1582, 2.9738)
C (-2.1129, 1.1033, 4.0752)
O (-2.7059, 0.1350, 1.8078)
C (0.0096, -3.5478, 3.1449)
N (-1.0345, -4.6966, 3.1914)
S (0.2436, -3.2646, 5.0223)
N (1.2401, -3.9857, 2.4109)
C (1.6927, -5.3269, 2.9390)
C (1.3297, -6.6283, 1.9506)
O (1.1905, -7.8449, 2.5491)
F (1.1192, -6.5952, 0.4975)
C (2.3147, -2.9624, 2.0533)
C (3.2015, -3.6372, 0.8029)
C (4.3969, -4.6972, 1.1258)
C (4.2387, -6.1729, 0.3566)
Cl (6.0810, -4.1220, 0.4440)
N (3.2274, -2.4425, 3.0313)
C (4.5621, -1.8640, 2.6187)
C (3.5193, -2.9209, 4.3671)
C (3.3493, -1.8292, 5.6313)
O (4.1069, -4.0540, 4.8142)
H (0.3875, 3.5642, -3.1091)
H (-0.6309, 2.3731, -2.0150)
H (-0.4122, 4.1502, -1.4148)
H (1.3405, 2.9378, 0.0002)
H (2.2809, 3.8567, -1.3561)
H (0.6722, 0.3240, -2.0712)
H (0.7967, 0.8287, -0.2469)
H (2.3519, -1.3275, -2.0070)
H (3.5195, -0.5309, -0.7997)
H (3.5604, 0.9177, 0.7939)
H (3.9027, 3.1421, 2.5629)
H (2.3101, 2.9867, 4.8958)
H (0.6246, 0.8973, 5.4919)
H (-0.3442, -0.5918, 1.0131)
H (-0.5417, -4.5747, -1.4280)
H (-2.6669, -3.1447, 4.5534)
H (-3.8194, -1.7063, 3.8329)
H (-2.6935, -1.4383, 5.2888)
H (-1.4590, 2.0081, 3.7166)
H (-3.2394, 1.4982, 4.0812)
H (-1.8908, 0.7433, 5.1679)
H (-0.9984, -5.2843, 2.3411)
H (-0.9328, -5.2403, 4.0762)
H (0.1833, -1.9128, 5.3485)
H (0.8811, -4.2660, 1.4395)
H (2.8203, -5.4678, 3.1535)
H (1.2020, -5.6668, 3.9737)
H (3.8512, -2.8440, 0.1895)
H (2.5004, -4.1411, -0.0148)
H (4.6653, -4.8179, 2.2775)
H (3.4456, -6.1390, -0.5018)
H (3.9973, -6.9574, 1.2098)
H (5.2560, -6.5382, -0.1282)
H (5.3812, -2.6818, 2.7839)
H (4.8051, -1.0021, 3.4092)
H (4.5810, -1.3385, 1.5746)
H (4.0950, -0.9118, 5.4725)
H (2.2825, -1.3730, 5.7073)
H (3.6171, -2.2958, 6.6696)
Cl (-2.3463, 1.8315, -4.3102)
C (-2.9088, 3.0067, -5.5252)
C (-1.8954, 4.1145, -5.7656)
Cl (-1.7301, 5.1927, -4.3568)
H (-3.8713, 3.4063, -5.1912)
H (-3.0751, 2.4488, -6.4511)
H (-2.2184, 4.7379, -6.6043)
H (-0.9059, 3.7115, -6.0021)
Cl (-1.3853, -2.0477, -5.0462)
C (-2.4385, -3.4746, -5.2151)
C (-2.3637, -4.3909, -4.0041)
Cl (-0.7812, -5.1983, -3.8677)
H (-2.1571, -3.9975, -6.1344)
H (-3.4595, -3.1013, -5.3353)
H (-3.1151, -5.1811, -4.0890)
H (-2.5471, -3.8451, -3.0736)
Cl (-3.3988, -4.5624, -8.9535)
C (-1.8976, -4.6097, -9.9117)
C (-0.6679, -4.8228, -9.0433)
Cl (-0.3217, -3.4136, -8.0093)
H (-1.8306, -3.6794, -10.4842)
H (-2.0002, -5.4375, -10.6191)
H (0.2117, -4.9744, -9.6755)
H (-0.7777, -5.6988, -8.3968)
Cl (-4.1678, 6.2203, -1.4725)
C (-5.5124, 6.8990, -2.4239)
C (-6.3132, 5.8212, -3.1373)
Cl (-5.3821, 5.0440, -4.4426)
H (-5.0969, 7.6257, -3.1288)
H (-6.1565, 7.4362, -1.7219)
H (-7.1996, 6.2629, -3.6014)
H (-6.6441, 5.0405, -2.4457)
Cl (-6.7019, 11.5925, -0.9168)
C (-5.2763, 11.4499, -1.9756)
C (-5.6574, 11.1355, -3.4136)
Cl (-6.3286, 9.4943, -3.5884)
H (-4.6171, 10.6835, -1.5564)
H (-4.7530, 12.4094, -1.9319)
H (-4.7707, 11.1838, -4.0520)
H (-6.3944, 11.8461, -3.7999)
Cl (9.6640, -7.0034, 4.4806)
C (8.5322, -7.4561, 3.1815)
C (7.9417, -6.2408, 2.4841)
Cl (6.8366, -5.3282, 3.5428)
H (7.7529, -8.0901, 3.6155)
H (9.0985, -8.0567, 2.4640)
H (7.3572, -6.5581, 1.6158)
H (8.7219, -5.5561, 2.1377)
Cl (-2.4675, 11.9467, -3.3671)
C (-1.0419, 11.8041, -4.4259)
C (-1.4231, 11.4897, -5.8638)
Cl (-2.0942, 9.8484, -6.0387)
H (-0.3828, 11.0377, -4.0067)
H (-0.5186, 12.7635, -4.3821)
H (-0.5363, 11.5380, -6.5023)
H (-2.1601, 12.2003, -6.2502)
Cl (3.6496, -7.4511, 5.0451)
C (2.5965, -8.8780, 4.8761)
C (2.6713, -9.7943, 6.0872)
Cl (4.2538, -10.6016, 6.2235)
H (2.8779, -9.4009, 3.9569)
H (1.5755, -8.5047, 4.7559)
H (1.9198, -10.5845, 6.0022)
H (2.4878, -9.2485, 7.0177)
Cl (-6.6257, 8.8777, 0.3773)
C (-6.0471, 8.4972, 2.0187)
C (-4.9704, 9.4633, 2.4870)
Cl (-3.4502, 9.2688, 1.5784)
H (-5.6895, 7.4629, 2.0215)
H (-6.9147, 8.5588, 2.6818)
H (-4.7358, 9.2767, 3.5389)
H (-5.2929, 10.5045, 2.3895)

Atom charges from the Löwdin analysis, given in e for atoms 1 to 5: -0.125 -0.250 -0.214 -0.170 -0.201